Entry 1:
Here is a cluster of 2 separate species, C15H35BNO6P in total at a distorted geometry from the Open Molecules 2025 dataset. Energies are from the ωB97M-V functional and the def2-TZVPD basis.

Summary:
E_LUMO = -0.7950 eV
HOMO-LUMO gap = 5.0 eV
Electronic energy = -39859.7901 eV

Last column: natural (NBO) charge in e.
Element x y z (Å)
H -0.18815 -1.37940 4.89600  0.230
H -0.47081 -3.85205 2.37585  0.237
H -0.40486 -1.88718 1.27803  0.242
C -2.68712 -2.41117 2.81521  -0.210
C -2.87017 -2.92686 1.40075  -0.652
O 1.39513 1.42406 -4.60830  -0.826
H 2.73445 2.96442 -7.29467  0.211
H -2.96967 1.67076 2.03089  0.183
H 0.51522 -1.10744 2.56708  0.245
B 3.51770 1.37077 0.50972  0.506
H 0.52300 -3.10866 3.65542  0.237
O 5.18662 -0.37072 0.03785  -0.758
H -3.92824 0.15868 2.06851  0.152
P 1.97194 0.58063 -3.31757  2.309
H 1.47804 2.00111 -0.12607  0.188
H 3.34821 1.76663 1.63042  -0.106
H -2.84024 0.04174 4.27338  0.220
C -1.23462 -1.42550 4.59055  -0.208
H -0.24051 0.51161 0.99652  0.242
C 2.23293 1.42113 -5.77465  -0.074
H 1.54797 3.48586 -5.96080  0.211
H -2.33345 -3.85970 1.22664  0.217
H 3.24061 0.97077 -5.65277  0.223
C -1.87292 -0.05842 4.76125  -0.638
H -1.21009 0.73631 4.42521  0.226
C -1.43976 0.89008 -3.49777  -0.647
H -1.74956 -2.13744 5.23896  0.218
H 3.71057 1.84414 -2.11040  0.293
O 0.66249 -0.32990 -2.74193  -0.773
C 2.59914 1.77735 -1.99205  -0.776
O -2.19590 0.04408 0.94322  -0.550
O 3.05496 -0.39186 -3.58119  -1.077
C 5.00608 0.90260 0.17318  0.471
H -2.56032 -2.21337 0.64095  0.254
C -3.28243 0.79544 1.45883  -0.246
H -0.12851 1.46120 -1.83377  0.178
H -1.11483 0.38242 -4.43299  0.237
C 2.48616 2.93698 -6.20302  -0.633
O 5.93831 1.73269 0.08821  -0.735
H -1.01972 -0.07511 -1.58045  0.174
C -0.42755 0.51013 -2.33906  -0.093
H -3.32406 -1.55353 3.00762  0.222
H -2.47745 0.64170 -3.17883  0.202
H -3.93031 -3.12328 1.23186  0.247
H 2.18973 2.80697 -2.12851  0.226
H -0.98705 -3.95889 4.08737  0.224
H -2.99761 -3.18792 3.51867  0.216
C -0.99675 0.12557 1.69123  -0.102
N -1.26302 -2.03905 3.19477  -0.211
H -3.87780 1.13225 0.60734  0.210
H -1.04381 0.87211 2.48060  0.190
H -2.02448 0.12829 5.82587  0.249
C -0.48615 -1.23606 2.14905  -0.245
C 2.28028 1.30279 -0.51151  -0.772
H -1.38268 1.99995 -3.63247  0.210
H 1.82601 0.27565 -0.48334  0.243
C -0.49061 -3.34593 3.33715  -0.401
H 1.66189 0.97053 -6.62831  0.176
H 3.34377 3.34205 -5.60372  0.212

Cartesian forces, eV/Å:
H -0.041 -0.111 -0.114
H 0.014 0.021 0.072
H 0.011 0.034 0.077
C -0.153 0.052 -0.082
C 0.196 -0.055 -0.263
O 0.765 -0.995 1.327
H -0.259 0.153 0.966
H 0.102 -0.044 -0.007
H -0.047 -0.015 -0.033
B 0.709 -0.595 -0.420
H -0.050 -0.049 -0.065
O -1.316 1.592 0.547
H -0.074 0.087 0.182
P 1.121 -1.504 0.979
H 0.525 -0.734 -0.308
H -0.310 -0.105 0.093
H 0.010 -0.005 -0.015
C -0.244 0.167 -0.026
H 0.235 -0.257 0.129
C 0.381 1.910 -2.017
H 0.766 -0.120 -0.437
H -0.077 -0.042 0.060
H -1.038 -0.278 0.271
C 0.205 0.259 0.031
H -0.113 -0.027 -0.054
C 0.780 0.435 0.573
H 0.104 -0.114 -0.164
H -0.914 -0.349 -0.300
O 0.894 2.777 -0.591
C -0.697 -0.073 0.162
O -0.032 0.230 0.514
O -0.842 0.723 -0.523
C 1.047 -1.771 -0.536
H -0.036 0.083 0.121
C -0.312 -0.131 -0.474
H 0.260 -0.811 -0.322
H -0.556 0.347 0.639
C -0.007 -1.046 0.666
O -0.735 0.597 0.042
H 0.753 0.443 -0.559
C -1.982 -0.138 0.392
H 0.142 0.132 -0.112
H 0.721 -0.008 -0.501
H 0.044 -0.028 0.144
H 0.250 -0.781 -0.058
H 0.027 0.037 -0.065
H 0.186 0.113 0.094
C 0.176 0.078 -0.525
N 0.402 -0.621 0.267
H 0.086 0.012 0.087
H -0.207 -0.141 0.077
H -0.030 -0.199 -0.018
C -0.124 0.180 0.064
C -0.682 0.778 -0.001
H -0.135 -0.958 -0.230
H 0.567 0.670 -0.081
C -0.150 0.431 -0.078
H 0.530 -0.072 0.994
H -0.847 -0.165 -0.589

Entry 2:
Here is a cluster of 6 separate species, C15H35Br10ClN2O3P2 in total at a distorted geometry from the Open Molecules 2025 dataset. Energies are from the ωB97M-V functional and the def2-TZVPD basis.

Summary:
E_LUMO = 0.0818 eV
HOMO-LUMO gap = 8.1 eV
SMILES = CO[C@@H](CCO)[C@](N)([PH2]=N)P(O)Cl.BrCCBr.BrCCBr.BrCCBr.BrCCBr.BrCCBr
Electronic energy = -756766.8643 eV

Last column: natural (NBO) charge in e.
Element x y z (Å)
Cl -1.59925 -0.69152 -1.89516  -0.335
H -7.44615 -4.11254 -7.01704  0.235
H 7.17465 -2.80328 2.35559  0.233
H 6.39940 -2.35411 0.81504  0.238
C 4.30918 4.39293 1.95566  -0.451
H -1.77440 -2.43759 -3.96675  0.237
Br -1.28502 4.04393 1.28206  -0.010
C 6.26429 -2.40463 1.89890  -0.448
C -2.12935 -3.02912 -6.00869  -0.453
H -0.37410 -2.15785 -5.03304  0.232
H 6.75296 -0.40354 2.53179  0.233
Br -5.80475 -4.42012 -4.58603  -0.011
H 2.08376 -2.55788 3.40329  0.194
Br 4.54037 -0.15691 1.45917  -0.003
Br -1.48195 7.51270 2.54247  -0.012
Br 4.89517 -3.75198 2.23980  -0.016
H 1.97696 -2.01636 1.59057  0.194
C 3.87390 5.63172 2.70306  -0.444
H 1.60114 0.19305 1.27034  0.191
H 1.30140 -0.65216 4.23639  0.239
H -7.18221 -2.44047 -7.57432  0.230
H 2.66106 0.61466 2.80286  0.191
H 0.16689 7.55123 0.70147  0.232
O 0.03784 -2.62176 2.50321  -0.577
Br -5.25798 -3.86086 -8.19824  -0.007
H 1.00341 2.35852 1.43221  0.490
C -6.22852 -2.86876 -5.68952  -0.449
O 1.14626 2.06927 2.38514  -0.763
H -7.00872 -2.33433 -5.13993  0.232
Br 5.04179 7.14274 2.30447  -0.016
C -1.20503 -0.77475 1.36176  -0.466
H -5.32858 -2.24921 -5.72882  0.227
P -2.99453 -1.54321 1.45405  1.167
H 2.85362 5.94599 2.46680  0.226
H -4.07324 -1.62729 3.38892  0.367
C -6.72903 -3.28788 -7.05205  -0.453
C 1.55633 0.63145 2.35997  -0.103
C 5.89247 -1.07867 2.52039  -0.449
H 5.49475 -1.17043 3.53463  0.233
H -1.31268 -1.37989 3.54610  0.241
C -0.23388 6.71087 1.27542  -0.447
C 0.59897 -0.19988 3.38866  -0.488
C -1.21512 -2.82440 -4.82339  -0.452
H -0.06220 0.61438 3.95990  0.253
C 1.48808 -2.73322 2.39660  -0.306
Br -0.46154 -4.51727 -4.21322  -0.019
H -2.26215 0.85034 0.59070  0.382
N -3.76618 -0.86541 2.74373  -1.314
H -2.72415 -2.13060 -6.19640  0.222
H 3.80837 3.50615 2.35465  0.244
H 5.39052 4.23263 1.97265  0.232
H -1.68234 1.14135 2.20438  0.407
H 0.57157 6.26092 1.86223  0.225
H -0.29470 5.46416 -0.48120  0.232
Br 3.77460 4.47559 0.08179  -0.024
H 1.77301 -3.83502 2.03734  0.206
N -1.47192 0.72446 1.27002  -0.868
H -2.79896 -3.88626 -5.89808  0.243
O -0.78066 -3.25093 -0.35978  -0.988
C -0.93460 5.72938 0.36530  -0.451
P -0.45634 -1.52230 -0.25925  1.087
H 0.06147 -3.76537 -0.09945  0.516
Br -1.10832 -3.31108 -7.64637  -0.018
C -0.44806 -1.25896 2.72989  0.078
H -2.94704 -3.00260 1.54288  0.006
H 3.96209 5.48203 3.78290  0.233
H -3.69838 -1.08424 0.27214  -0.022
H -1.89425 6.09416 -0.01061  0.234

Cartesian forces, eV/Å:
Cl 0.050 -0.659 1.443
H 0.215 0.209 0.112
H -0.166 0.127 -0.046
H -0.086 0.088 0.292
C -0.202 -0.255 0.003
H 0.073 -0.110 -0.224
Br -0.004 0.205 -0.139
C 0.115 -0.222 0.138
C -0.006 0.134 -0.151
H -0.240 -0.176 -0.035
H -0.112 -0.185 -0.019
Br 0.113 0.121 -0.064
H -1.483 -0.327 -1.898
Br 0.621 -0.248 -0.139
Br 0.126 -0.099 -0.007
Br 0.085 0.081 -0.099
H -1.183 -1.280 1.562
C 0.169 0.084 0.222
H -0.325 0.875 2.098
H -1.830 0.523 -1.930
H 0.085 -0.113 0.160
H -2.728 -0.021 -0.977
H -0.074 -0.193 0.045
O 1.590 1.255 0.114
Br -0.082 -0.024 0.103
H 0.086 -0.587 1.814
C -0.205 -0.041 0.244
O 0.358 -1.409 -1.996
H 0.114 -0.089 -0.154
Br -0.139 -0.028 -0.025
C -2.103 -0.381 0.268
H -0.228 -0.173 -0.104
P -1.202 1.098 3.213
H 0.283 -0.173 -0.005
H 0.358 0.876 -0.630
C 0.045 0.141 -0.280
C 0.756 0.311 1.014
C 0.155 0.245 -0.151
H 0.092 -0.087 -0.272
H 1.690 0.314 -1.855
C -0.050 0.320 -0.040
C -0.063 1.040 0.201
C -0.120 -0.067 0.249
H 1.419 -1.724 -1.356
C 1.832 -0.661 -0.564
Br 0.038 0.133 -0.056
H 0.947 0.236 1.143
N 0.726 -1.923 -1.134
H 0.128 -0.115 0.071
H -0.007 0.180 -0.032
H -0.263 0.167 0.011
H -0.081 -0.805 -1.113
H -0.266 -0.007 -0.195
H -0.059 0.090 0.181
Br 0.056 -0.018 0.068
H -0.981 2.325 0.860
N 0.057 -1.627 -0.504
H 0.196 0.181 0.045
O 0.904 1.664 0.860
C 0.090 -0.205 -0.114
P 2.058 -1.088 -0.343
H -1.776 1.545 -0.567
Br -0.105 -0.061 0.061
C -0.799 0.177 1.084
H 0.115 1.100 -0.683
H -0.023 -0.048 -0.218
H 0.984 -0.624 0.263
H 0.263 0.009 0.175

Entry 3:
Here is a cluster of 6 separate species, C15H35ClN5O9 in total at a distorted geometry from the Open Molecules 2025 dataset. Energies are from the ωB97M-V functional and the def2-TZVPD basis.

Summary:
E_LUMO = 2.5742 eV
Total charge = -1
HOMO-LUMO gap = 9.0 eV
ΔE to the lowest compared entry with this formula, charge and spin = 111.87 kcal per mole
Electronic energy = -54516.3802 eV

Last column: natural (NBO) charge in e.
Element x y z (Å)
C -1.72148 -7.23782 11.72635  -0.421
H 2.79591 -4.65832 3.09794  0.236
O 2.99587 -5.47273 9.65281  -0.854
C 0.34142 -10.72377 8.35395  0.531
H 6.30383 -11.39272 9.43812  0.256
H 4.13448 -9.66402 11.80698  0.151
C 7.01949 -11.29941 8.62128  -0.412
H 0.80113 -8.34877 7.07957  0.249
H 6.93685 -8.77446 14.52707  0.198
H -4.01768 -8.45920 11.09427  0.192
H -0.83141 -6.60862 11.72918  0.248
C -4.07733 -7.37354 11.01771  -0.417
O 5.97828 -10.47140 11.64699  -0.658
N 3.13772 -5.67640 4.90877  -0.436
H -2.06278 -7.32812 12.75759  0.187
H 8.97952 -9.87881 7.39503  0.193
H 8.02473 -9.31039 6.06682  0.228
H -4.91486 -7.24158 10.33270  0.235
C -2.56698 -5.99378 9.78983  0.529
Cl 2.45343 -6.78030 9.95596  2.538
O -0.01242 -11.69543 9.02367  -0.656
H 7.15388 -10.46101 14.17978  0.231
H -0.75652 -8.36493 6.38029  0.210
C 3.96590 -6.72724 5.63764  -0.447
H 4.83345 -6.21168 6.04953  0.216
C -1.85586 -10.41112 7.27832  -0.419
C 0.08870 -9.01808 6.59731  -0.421
H 2.03066 -5.37883 6.63135  0.153
H 3.39461 -6.32305 2.82496  0.188
H -1.39247 -8.26239 11.55279  0.206
H -4.35223 -6.89457 11.95746  0.184
H -2.34776 -11.16590 7.89187  0.235
H 6.85202 -12.10636 7.90792  0.181
C 6.40083 -9.72034 14.44889  -0.421
H 3.30638 -8.47366 13.54121  0.249
C 3.46279 -5.44041 3.46089  -0.420
H 1.36912 -10.32912 8.37042  0.133
C 8.07415 -10.09071 6.82627  -0.425
N 7.04775 -9.99512 7.82012  -0.426
O 6.46833 -7.77866 7.56387  -0.651
H 4.47908 -5.11700 3.23577  0.188
C 6.36352 -8.88516 8.12062  0.527
H 4.50524 -7.66128 14.38630  0.195
N -0.46537 -10.04182 7.49475  -0.430
H -1.85114 -10.76483 6.24731  0.180
N -2.79475 -6.88060 10.74274  -0.427
H 8.04128 -11.03735 6.28692  0.195
H 0.45536 -9.58429 5.74113  0.187
H 3.48896 -7.13651 6.52822  0.242
O 3.20568 -7.68164 9.12083  -0.889
O 1.00287 -7.03507 9.71713  -0.891
C 5.09306 -9.91043 12.28927  0.535
C 4.15769 -8.67580 14.19121  -0.418
C 2.14903 -5.03567 5.59191  0.521
H -1.50291 -5.71103 9.79256  0.132
N 5.24602 -9.43432 13.56833  -0.436
H 5.61565 -9.08944 8.90240  0.144
H 8.01204 -11.51799 9.01521  0.187
H -2.50228 -9.53362 7.26393  0.199
O -3.36479 -5.61454 8.95295  -0.650
O 1.42100 -4.25610 4.99558  -0.650
H 3.83281 -9.09825 15.14204  0.183
O 2.62189 -6.98519 11.33766  -0.892
H 6.10368 -10.08541 15.43201  0.192
H 4.49060 -7.49038 5.06282  0.205

Cartesian forces, eV/Å:
C -0.405 -0.857 -0.335
H -0.076 -0.206 0.042
O -1.471 0.355 -0.274
C -0.806 -0.536 0.008
H -0.064 0.702 -0.191
H -0.061 0.084 0.379
C -0.053 0.862 -0.928
H 0.360 -0.522 0.098
H 0.154 0.007 0.480
H -0.039 -0.167 0.589
H -0.328 0.188 -0.542
C -1.381 -1.024 1.023
O -0.546 0.031 0.681
N 1.866 -2.327 -0.305
H -0.667 0.662 0.008
H 0.730 -0.625 -0.553
H -0.406 0.183 0.205
H 0.740 0.765 -0.555
C 1.137 0.455 -1.110
Cl -0.873 0.244 -1.674
O 0.271 0.799 -0.444
H -0.526 -0.030 -1.137
H 0.118 -0.031 -0.605
C 0.719 1.938 0.343
H 0.079 0.194 0.238
C 0.029 0.219 -1.300
C -1.031 -0.479 0.640
H 0.088 0.269 0.005
H -0.636 -0.364 0.377
H 0.203 -0.033 -0.499
H -0.588 -0.526 0.356
H 0.914 0.047 0.359
H -0.311 0.022 -0.116
C 0.032 0.624 -0.315
H 0.104 -0.651 -0.294
C -0.582 0.342 0.917
H -0.047 0.046 0.063
C 0.459 1.332 -0.171
N -0.310 -2.671 0.817
O 0.205 -1.828 0.575
H 0.283 0.306 0.844
C -0.722 1.514 -0.392
H 0.256 0.104 0.293
N 0.428 -0.079 1.747
H -0.545 -0.346 -0.238
N 1.809 -0.020 1.099
H 0.225 -0.144 0.407
H 0.227 0.776 -0.422
H -0.420 -0.088 -0.339
O -0.031 -1.058 0.124
O 1.424 1.194 -0.591
C 1.306 0.243 -0.083
C 0.475 0.724 -0.067
C -0.071 -0.366 -2.182
H -0.002 0.353 -0.175
N -0.686 -1.232 -0.130
H 0.080 0.311 0.113
H 0.145 0.417 0.192
H 0.136 0.240 0.253
O -0.358 0.143 0.047
O -0.244 0.407 0.910
H -0.019 -0.255 -0.083
O 0.824 -0.950 2.390
H -0.543 0.433 0.096
H -0.979 -0.116 -0.664

Q: Which of these has the lowest electronic energy?
A: C15H35Br10ClN2O3P2

Q: The lowest E_LUMO belongs to which entry?
A: C15H35BNO6P

Q: Look up the E_LUMO of the third one.
A: 2.5742 eV

Q: What is the formula in the third record?
A: C15H35ClN5O9